1.
# C5H8N2

C5H8N2 as an isolated structure in a non-equilibrium geometry (ωB97M-V with the def2-TZVPD basis set, the Open Molecules 2025 dataset).

Geometry as XYZ:
```
15
Properties=species:S:1:pos:R:3:mulliken_charge:R:1
C -0.856 1.442 0.064 -1.458
C -0.200 0.095 0.016 1.556
C -1.084 -1.086 0.426 -1.544
N 0.417 -0.339 -1.176 -0.624
C 1.192 -0.091 0.561 -0.657
C 2.288 -0.209 -0.370 0.396
N 3.255 -0.634 -0.858 -0.498
H -1.327 1.595 1.038 0.369
H -1.623 1.473 -0.715 0.364
H -0.118 2.232 -0.102 0.367
H -1.919 -1.118 -0.281 0.344
H -0.528 -2.024 0.312 0.413
H -1.464 -1.001 1.444 0.381
H 0.681 0.500 -1.727 0.334
H 1.285 -0.836 1.369 0.256
```

## Properties
Energy relative to the best compared isomer or geometry (same formula, charge and spin), kcal per mole: 105.3
Kohn-Sham gap (spin up / spin down), hartree: 0.302 / 0.307
Spin multiplicity: 1
Charge: 0
LUMO energy (spin up / spin down), eV: -0.957 / -0.777
E_tot, Ha: -304.6677

---

2.
# C5H8N2

A single C5H8N2 molecule in a non-equilibrium geometry (ωB97M-V with the def2-TZVPD basis set, the Open Molecules 2025 dataset).

Geometry as XYZ:
```
15
Properties=species:S:1:pos:R:3:mulliken_charge:R:1
C -1.649 -1.677 -0.267 -1.145
C -0.551 -0.703 -0.059 0.277
C 0.294 -0.120 -0.994 -0.627
C 0.968 0.893 -0.281 0.593
N 1.569 2.100 -0.559 -0.483
C 0.672 0.778 1.077 -0.758
N -0.327 -0.169 1.160 -0.020
H -2.603 -1.164 -0.427 0.250
H -1.431 -2.290 -1.142 0.313
H -1.751 -2.330 0.606 0.339
H 0.332 -0.381 -2.045 0.368
H 1.514 2.495 0.393 0.254
H 2.304 2.217 -1.244 0.223
H 1.494 0.736 1.782 0.229
H -0.835 -0.384 1.999 0.187
```

## Properties
Energy relative to the best compared isomer or geometry (same formula, charge and spin), kcal per mole: 34.3
SMILES: Cc1cc(N)c[nH]1
Kohn-Sham gap, hartree: 0.303
Spin multiplicity: 1
Charge: 0
LUMO energy, eV: 1.102
E_tot, Ha: -304.7808

---

3.
# C5H8N2

A single C5H8N2 molecule in a non-equilibrium geometry (ωB97M-V with the def2-TZVPD basis set, the Open Molecules 2025 dataset).

Geometry as XYZ:
```
15
Properties=species:S:1:pos:R:3:mulliken_charge:R:1
C -2.610 -0.510 -0.289 -0.736
N -1.348 0.126 -0.070 -0.341
C -0.257 -0.527 -0.117 0.019
C 1.031 0.159 0.072 -0.002
C 2.404 -0.441 0.050 -1.214
C 0.653 1.413 0.218 0.499
N 0.029 2.444 0.418 -0.546
H -3.063 -0.105 -1.203 0.236
H -3.281 -0.252 0.538 0.241
H -2.546 -1.604 -0.373 0.297
H -0.187 -1.589 -0.378 0.311
H 3.167 0.283 -0.254 0.340
H 2.444 -1.280 -0.648 0.338
H 2.694 -0.821 1.040 0.253
H 0.875 2.695 1.007 0.304
```

## Properties
Energy relative to the best compared isomer or geometry (same formula, charge and spin), kcal per mole: 84.3
SMILES: C/N=C/C(C)=C=N
Kohn-Sham gap, hartree: 0.316
Spin multiplicity: 1
Charge: 0
LUMO energy, eV: 0.697
E_tot, Ha: -304.7012

---

4.
# C5H8N2

A single C5H8N2 molecule (ωB97M-V with the def2-TZVPD basis set, the Open Molecules 2025 dataset).

Geometry as XYZ:
```
15
Properties=species:S:1:pos:R:3:mulliken_charge:R:1
C 1.858 -1.261 2.024 -0.949
C 0.408 -0.877 0.031 -0.024
C -0.780 -0.767 -0.508 -0.340
N -1.410 0.441 -0.892 -0.043
C -0.738 1.529 -1.323 -0.478
N -1.584 2.511 -1.672 -0.211
C 1.589 -1.080 0.552 -0.163
H 2.596 -2.055 2.182 0.304
H 2.262 -0.347 2.472 0.259
H 0.944 -1.529 2.560 0.322
H -1.356 -1.662 -0.737 0.319
H -2.430 0.402 -0.887 0.293
H -1.211 3.362 -2.058 0.244
H -2.603 2.458 -1.630 0.162
H 2.452 -1.123 -0.115 0.307
```

## Properties
Energy relative to the best compared isomer or geometry (same formula, charge and spin), kcal per mole: 69.9
Kohn-Sham gap, hartree: 0.347
Spin multiplicity: 1
Charge: 0
LUMO energy, eV: 1.039
E_tot, Ha: -304.7241

---

5.
# C5H8N2

A single C5H8N2 molecule in a non-equilibrium geometry (ωB97M-V with the def2-TZVPD basis set, the Open Molecules 2025 dataset).

Geometry as XYZ:
```
15
Properties=species:S:1:pos:R:3:mulliken_charge:R:1
C -0.449 -1.432 0.534 -1.443
C 0.223 -0.159 0.054 1.212
C -0.252 0.351 -1.325 -0.908
C -1.337 1.362 -1.368 0.315
N -2.162 2.178 -1.351 -0.420
C 0.687 0.815 1.067 -0.620
N 1.658 0.052 0.285 -0.722
H -1.530 -1.277 0.620 0.327
H -0.293 -2.277 -0.149 0.350
H -0.093 -1.742 1.523 0.379
H -0.562 -0.518 -1.918 0.328
H 0.649 0.764 -1.787 0.356
H 0.542 0.542 2.110 0.294
H 0.618 1.884 0.867 0.276
H 2.079 -0.696 0.837 0.277
```

## Properties
Energy relative to the best compared isomer or geometry (same formula, charge and spin), kcal per mole: 31.7
SMILES: C[C@@]1(CC#N)CN1
Kohn-Sham gap, hartree: 0.397
Spin multiplicity: 1
Charge: 0
LUMO energy, eV: 0.820
E_tot, Ha: -304.7849

---

6.
# C5H8N2

A single C5H8N2 molecule in a non-equilibrium geometry (ωB97M-V with the def2-TZVPD basis set, the Open Molecules 2025 dataset).

Geometry as XYZ:
```
15
Properties=species:S:1:pos:R:3:mulliken_charge:R:1
C -0.858 1.127 0.341 -1.435
C -0.240 -0.157 -0.233 0.852
C 1.270 -0.180 -0.577 -0.402
C 1.953 1.111 -0.473 0.300
N 2.482 2.136 -0.391 -0.452
C -0.773 -1.248 0.611 -0.730
N -0.823 -1.370 -0.824 -0.590
H -0.870 1.002 1.437 0.335
H -0.231 1.992 0.147 0.419
H -1.893 1.315 0.042 0.330
H 1.444 -0.570 -1.589 0.294
H 1.768 -0.885 0.097 0.234
H -1.726 -1.005 1.091 0.322
H -0.065 -1.772 1.239 0.254
H -1.771 -1.334 -1.181 0.267
```

## Properties
Energy relative to the best compared isomer or geometry (same formula, charge and spin), kcal per mole: 51.3
SMILES: C[C@@]1(CC#N)CN1
Kohn-Sham gap, hartree: 0.395
Spin multiplicity: 1
Charge: 0
LUMO energy, eV: 0.886
E_tot, Ha: -304.7537

---

7.
# C5H8N2

A single C5H8N2 molecule in a non-equilibrium geometry (ωB97M-V with the def2-TZVPD basis set, the Open Molecules 2025 dataset).

Geometry as XYZ:
```
15
Properties=species:S:1:pos:R:3:mulliken_charge:R:1
C 2.305 -0.617 -0.239 -0.749
N 1.018 0.029 -0.151 0.564
C 0.692 1.337 -0.065 -0.098
C -0.667 1.402 0.175 -0.888
C -1.080 0.049 0.198 0.514
C -2.344 -0.745 0.195 -0.941
N -0.036 -0.755 0.031 -0.828
H 3.028 0.066 -0.686 0.305
H 2.198 -1.510 -0.862 0.262
H 2.634 -0.921 0.760 0.285
H 1.440 2.103 -0.215 0.387
H -1.249 2.306 0.300 0.350
H -1.891 -1.739 0.322 0.320
H -2.805 -0.736 -0.797 0.220
H -3.107 -0.485 0.936 0.298
```

## Properties
Energy relative to the best compared isomer or geometry (same formula, charge and spin), kcal per mole: 17.7
SMILES: Cc1ccn(C)n1
Kohn-Sham gap, hartree: 0.367
Spin multiplicity: 1
Charge: 0
LUMO energy, eV: 1.040
E_tot, Ha: -304.8073

---

8.
# C5H8N2

A single C5H8N2 molecule in a non-equilibrium geometry (ωB97M-V with the def2-TZVPD basis set, the Open Molecules 2025 dataset).

Geometry as XYZ:
```
15
Properties=species:S:1:pos:R:3:mulliken_charge:R:1
C -0.411 1.338 -0.093 -1.477
C -0.219 -0.159 -0.154 1.253
C -1.255 -0.893 0.654 -1.481
N 0.321 -0.655 -1.377 -0.650
C 1.208 -0.865 -0.253 -0.420
C 2.032 0.167 0.301 0.332
N 2.348 1.156 0.816 -0.522
H -0.711 1.772 0.872 0.311
H -1.291 1.244 -0.758 0.443
H 0.339 1.977 -0.571 0.409
H -1.403 -1.886 0.241 0.414
H -0.830 -0.960 1.658 0.301
H -2.228 -0.392 0.754 0.353
H 0.620 0.069 -2.019 0.315
H 1.479 -1.914 -0.071 0.419
```

## Properties
Energy relative to the best compared isomer or geometry (same formula, charge and spin), kcal per mole: 54.3
SMILES: CC1(C)N[C@H]1C#N
Kohn-Sham gap, hartree: 0.385
Spin multiplicity: 1
Charge: 0
LUMO energy, eV: 0.900
E_tot, Ha: -304.7490

---

9.
# C5H8N2O

A single C5H8N2O molecule (ωB97M-V with the def2-TZVPD basis set, the Open Molecules 2025 dataset).

Geometry as XYZ:
```
16
Properties=species:S:1:pos:R:3:mulliken_charge:R:1
C -1.172 0.365 1.205 -0.388
C 1.259 1.090 0.716 -1.381
C 0.012 -0.611 -0.729 0.711
C 0.059 0.292 0.378 0.331
N 0.575 -0.191 -1.961 -0.567
C -1.104 -1.687 -0.596 0.026
O -1.575 -0.946 1.256 -0.686
N 0.062 -2.137 -0.571 -0.587
H 0.696 0.804 -2.079 0.273
H 1.412 -0.695 -2.225 0.212
H -0.939 0.789 2.199 0.338
H -1.900 1.066 0.738 0.234
H -2.093 -2.025 -0.879 0.384
H 2.121 0.879 0.085 0.359
H 1.047 2.165 0.715 0.354
H 1.538 0.842 1.748 0.388
```

## Properties
Energy relative to the best compared isomer or geometry (same formula, charge and spin), kcal per mole: 133.9
Kohn-Sham gap (spin up / spin down), hartree: 0.270 / 0.270
Spin multiplicity: 1
Charge: 0
LUMO energy (spin up / spin down), eV: -1.038 / -1.039
E_tot, Ha: -379.8747

---

10.
# C5H8N2O

A single C5H8N2O molecule in a non-equilibrium geometry (ωB97M-V with the def2-TZVPD basis set, the Open Molecules 2025 dataset).

Geometry as XYZ:
```
16
Properties=species:S:1:pos:R:3:mulliken_charge:R:1
C -1.237 0.482 0.980 -0.639
C -1.414 -0.132 -1.063 -0.752
C -0.145 0.158 -0.046 1.186
C 0.626 -1.127 0.284 -0.560
C 0.882 1.128 -0.243 -0.396
H -1.080 0.159 2.069 0.271
H -1.542 1.560 0.965 0.293
H -3.123 -0.036 0.083 0.164
H -1.398 -1.138 -1.498 0.304
H -1.558 0.636 -1.828 0.287
H 0.591 -1.307 1.322 0.242
H 0.410 -2.046 -0.372 0.236
H 0.741 2.286 -0.232 0.322
N -2.209 -0.286 0.100 -0.388
N 2.073 0.634 -0.130 -0.343
O 1.956 -0.701 0.028 -0.226
```

## Properties
Energy relative to the best compared isomer or geometry (same formula, charge and spin), kcal per mole: 98.6
SMILES: C1=NOCC12CNC2
Kohn-Sham gap, hartree: 0.363
Spin multiplicity: 1
Charge: 0
LUMO energy, eV: 0.802
E_tot, Ha: -379.9311

---

What did the fourth record say?
# C5H8N2

A single C5H8N2 molecule (ωB97M-V with the def2-TZVPD basis set, the Open Molecules 2025 dataset).

Geometry as XYZ:
```
15
Properties=species:S:1:pos:R:3:mulliken_charge:R:1
C 1.858 -1.261 2.024 -0.949
C 0.408 -0.877 0.031 -0.024
C -0.780 -0.767 -0.508 -0.340
N -1.410 0.441 -0.892 -0.043
C -0.738 1.529 -1.323 -0.478
N -1.584 2.511 -1.672 -0.211
C 1.589 -1.080 0.552 -0.163
H 2.596 -2.055 2.182 0.304
H 2.262 -0.347 2.472 0.259
H 0.944 -1.529 2.560 0.322
H -1.356 -1.662 -0.737 0.319
H -2.430 0.402 -0.887 0.293
H -1.211 3.362 -2.058 0.244
H -2.603 2.458 -1.630 0.162
H 2.452 -1.123 -0.115 0.307
```

## Properties
Energy relative to the best compared isomer or geometry (same formula, charge and spin), kcal per mole: 69.9
Kohn-Sham gap, hartree: 0.347
Spin multiplicity: 1
Charge: 0
LUMO energy, eV: 1.039
E_tot, Ha: -304.7241